# 1
# C45H87N13O15

A cluster of 13 separate species, C45H87N13O15 in total (wB97M-V/def2-TZVPD, the OMol25 dataset).

Element x y z (Å)
C 18.2009 -1.7035 3.0582
O 18.1205 -1.2078 1.9253
N 19.3464 -2.0816 3.6299
C 19.4098 -2.4047 5.0768
C 20.6653 -1.8882 3.0958
H 17.3326 -1.8253 3.7242
H 20.2343 -3.0879 5.2806
H 18.5026 -2.6296 5.6376
H 19.7093 -1.4579 5.5263
H 20.6236 -1.7182 2.0200
H 21.1559 -1.0292 3.5536
H 21.2021 -2.8367 3.1131
C 35.3191 -4.6450 3.3893
O 34.7447 -4.2994 4.4596
N 34.6376 -5.2341 2.3412
C 35.3349 -5.8572 1.2176
C 33.1994 -5.3957 2.2580
H 36.3773 -4.4284 3.1759
H 36.4107 -5.9795 1.3438
H 35.0127 -5.5310 0.2288
H 35.1018 -6.9217 1.1931
H 32.6201 -4.8185 1.5374
H 32.9218 -6.4441 2.1488
H 32.8027 -5.1479 3.2425
C 33.5158 8.5770 -5.7885
O 33.4989 7.8435 -6.7845
N 33.8156 8.0918 -4.5598
C 33.8162 8.9589 -3.4275
C 34.2244 6.7723 -4.3444
H 33.3639 9.6668 -5.8268
H 33.8749 10.0273 -3.6354
H 34.7217 8.7552 -2.8558
H 33.0190 8.8149 -2.6982
H 35.3057 6.7685 -4.2069
H 33.7442 6.3149 -3.4794
H 33.9050 6.1781 -5.2005
C 27.9231 1.1061 -0.3370
O 29.0149 1.6136 0.0070
N 26.9344 1.7851 -0.9508
C 25.6655 1.1888 -1.2380
C 27.0692 3.2387 -1.1536
H 27.7253 0.0235 -0.3032
H 25.0313 1.9001 -0.7089
H 25.5433 0.1500 -0.9315
H 25.4371 1.3187 -2.2959
H 27.0356 3.4441 -2.2236
H 26.2744 3.7514 -0.6119
H 28.0413 3.5446 -0.7671
C 22.5528 1.0892 -10.5713
O 23.2907 0.9232 -9.6335
N 22.7297 2.1071 -11.4032
C 21.9099 2.2124 -12.6118
C 23.7472 3.1416 -11.2939
H 21.6538 0.4816 -10.7577
H 20.9866 2.7917 -12.6065
H 21.5397 1.2048 -12.8006
H 22.5613 2.6255 -13.3820
H 24.5721 2.8185 -11.9289
H 23.3580 4.1279 -11.5465
H 24.2406 3.1248 -10.3222
C 25.6176 -7.2019 1.7575
O 25.9732 -6.2112 1.1513
N 25.7619 -7.3547 3.0908
C 25.4771 -8.5700 3.8227
C 26.2564 -6.1618 3.8401
H 25.2823 -8.1133 1.2387
H 24.6542 -8.4474 4.5269
H 26.3006 -8.9905 4.3999
H 25.1337 -9.3046 3.0943
H 27.1687 -6.4608 4.3563
H 26.5105 -5.2630 3.2782
H 25.6097 -5.8951 4.6760
C 20.1736 7.3055 0.2938
O 21.3202 7.3282 0.8326
N 19.2864 6.3211 0.6101
C 17.9055 6.3227 0.0333
C 19.6187 5.2022 1.5026
H 19.6996 8.0311 -0.3853
H 17.5920 5.3774 -0.4097
H 17.7753 7.1050 -0.7144
H 17.1907 6.5327 0.8289
H 19.1640 4.3469 1.0027
H 20.6977 5.0486 1.4903
H 19.5239 5.2083 2.5884
C 19.0815 -4.9295 -5.8193
O 20.0391 -4.8272 -6.6204
N 19.2020 -4.7330 -4.5338
C 17.9683 -4.6032 -3.7325
C 20.4944 -4.4089 -3.8883
H 18.0743 -5.1590 -6.2001
H 18.1738 -4.9487 -2.7194
H 17.1212 -5.1910 -4.0860
H 17.6302 -3.5673 -3.7576
H 20.5688 -4.7728 -2.8635
H 21.4141 -4.8877 -4.2245
H 20.6033 -3.3246 -3.8655
C 31.0670 2.3108 -10.7329
O 31.0641 1.9729 -11.9258
N 30.5988 1.5048 -9.7857
C 30.4806 1.9380 -8.4344
C 30.1883 0.1280 -10.0994
H 31.3515 3.2995 -10.3409
H 30.5020 3.0209 -8.3115
H 31.0028 1.2749 -7.7447
H 29.4225 1.8174 -8.2022
H 30.4376 -0.3657 -11.0387
H 30.5724 -0.5084 -9.3022
H 29.1128 0.1654 -9.9263
C 36.2945 -0.7265 -4.0029
O 36.8929 -0.8740 -5.0545
N 36.6405 0.1251 -3.0358
C 36.0177 0.1212 -1.7269
C 37.8264 0.9510 -3.0908
H 35.3625 -1.2484 -3.7358
H 35.3269 -0.7203 -1.6764
H 35.4416 1.0060 -1.4561
H 36.7125 -0.1133 -0.9205
H 37.6925 1.8401 -2.4747
H 38.7010 0.3998 -2.7456
H 38.0867 1.1945 -4.1209
C 18.4142 4.1940 -7.1888
O 17.5386 3.4185 -7.5777
N 19.1958 3.9075 -6.1481
C 20.4068 4.7608 -5.8569
C 19.0583 2.6560 -5.4351
H 18.7537 5.1340 -7.6507
H 21.3457 4.3547 -6.2334
H 20.6099 5.0492 -4.8256
H 20.3583 5.7580 -6.2943
H 18.0475 2.2502 -5.4774
H 19.6419 1.8397 -5.8607
H 19.3203 2.8922 -4.4037
C 29.0574 -5.9985 -6.2570
C 27.9436 -5.4073 -6.8825
C 27.6313 -5.6314 -8.2190
C 28.5014 -6.3859 -9.0112
C 29.6242 -6.9920 -8.3652
C 29.8861 -6.8474 -6.9752
N 28.3180 -6.5450 -10.4121
O 27.2751 -6.2471 -10.9754
O 29.2325 -7.0212 -11.0632
H 29.1763 -5.8958 -5.1885
H 27.3064 -4.7705 -6.2868
H 26.8671 -5.0415 -8.7030
H 30.2185 -7.6571 -8.9742
H 30.7533 -7.3668 -6.5949
C 26.0680 10.9363 -4.6911
C 25.1332 11.9235 -4.7738
C 24.3244 12.0966 -5.7983
C 24.6338 11.2886 -6.9465
C 25.6185 10.2873 -6.9069
C 26.3088 10.1060 -5.7529
N 24.0470 11.6663 -8.2852
O 24.3806 10.9875 -9.2524
O 23.3263 12.6739 -8.4630
H 26.7173 10.9221 -3.8282
H 25.0324 12.6361 -3.9685
H 23.5993 12.8957 -5.7543
H 25.8889 9.6868 -7.7629
H 27.1063 9.3809 -5.6850

Cartesian forces (eV/Å) of the 6 atoms listed first:
-0.06 1.25 -1.93
-0.10 -0.78 1.47
-0.04 -1.26 1.88
0.52 1.55 -0.11
-0.22 -0.19 -1.66
-0.06 -0.13 -0.13

Properties
- HOMO-LUMO gap: 8.256 eV
- Highest occupied orbital energy: -9.0 eV
- LUMO energy: -0.7 eV
- Strongest force on any atom: 4.45 eV Å⁻¹

# 2
# C6H11N3O3

A cluster of 2 separate species, C6H11N3O3 in total (wB97M-V/def2-TZVPD, the OMol25 dataset).

Element x y z (Å)
C 0.8199 2.7712 -0.8314
C 0.2729 1.5539 -0.8154
N 0.8301 0.3424 -0.4776
C 2.1614 0.1582 -0.1781
N 2.6955 -0.8956 0.2898
C 1.7509 -1.9162 0.6865
H 1.8304 2.9924 -0.5043
H 0.1874 3.5846 -1.1455
H -0.7774 1.4125 -1.1562
H 0.2597 -0.4845 -0.5611
H 2.8018 0.9921 -0.4658
H 0.9608 -1.5602 1.3880
H 1.2223 -2.3081 -0.2045
H 2.2941 -2.7478 1.1563
O -2.7135 1.5180 0.8481
C -1.8125 1.0203 1.4646
O -1.3102 -0.2498 1.3411
C -1.7209 -1.0391 0.3123
N -2.2632 -0.6093 -0.7442
O -2.6451 -1.5689 -1.6780
H -1.2403 1.5145 2.2541
H -1.4350 -2.0748 0.5015
H -2.1693 -2.4056 -1.4801

Cartesian forces (eV/Å) of the 6 atoms listed first:
-0.04 -0.34 0.31
-1.28 0.28 -0.91
0.80 -0.35 0.31
0.48 0.04 -0.51
-0.37 0.47 0.37
-0.28 -0.60 0.04

Properties
- HOMO-LUMO gap: 8.945 eV
- Highest occupied orbital energy: -8.5 eV
- LUMO energy: 0.4 eV
- SMILES: C=CN/C=N\C.O=CO/C=N/O
- Strongest force on any atom: 1.60 eV Å⁻¹

# 3
# C32H24F3IO10P2

A cluster of 3 separate species, C32H24F3IO10P2 in total (wB97M-V/def2-TZVPD, the OMol25 dataset).

Element x y z (Å)
O 2.6187 -3.0577 4.1047
P 2.7237 -2.2133 2.9381
O 4.2160 -1.7122 2.6676
O 1.7922 -0.9324 2.9440
C 2.2610 0.3664 3.3387
C 2.7558 1.1570 2.1353
O 3.2551 2.4008 2.5826
C 4.6432 2.3608 2.8174
C 5.0940 3.6285 3.5380
F 5.3775 3.3835 4.8307
F 4.1685 4.5972 3.5031
F 6.2153 4.1102 2.9688
O 2.3122 -2.9219 1.5634
P 1.4214 -2.2697 0.3389
O 2.2402 -2.9730 -0.8845
I -0.4987 -3.7563 0.4902
H 4.4021 -1.5365 1.7400
H 3.0075 0.3005 4.1313
H 1.3948 0.8815 3.7501
H 3.5252 0.6037 1.5862
H 1.9211 1.3508 1.4628
H 5.1871 2.2931 1.8697
H 4.9147 1.4976 3.4321
H 2.4496 -2.2911 -1.5350
O -0.0879 3.4358 5.1598
C -0.7555 4.2570 4.5664
C -0.2257 4.9599 3.3627
C 1.0535 4.6471 2.9209
C 1.5535 5.2531 1.7805
C 0.7815 6.1771 1.0848
C -0.4874 6.5056 1.5333
C -0.9954 5.9002 2.6758
C -2.3587 6.2759 3.1499
O -3.0088 7.1280 2.5843
C -2.8957 5.5596 4.3445
C -4.1768 5.8629 4.7889
C -4.7070 5.1929 5.8783
C -3.9610 4.2160 6.5287
C -2.6804 3.9164 6.0964
C -2.1415 4.5889 5.0062
H 1.6404 3.9275 3.4699
H 2.5470 5.0023 1.4344
H 1.1728 6.6447 0.1905
H -1.0976 7.2268 1.0070
H -4.7447 6.6223 4.2692
H -5.7057 5.4288 6.2217
H -4.3807 3.6891 7.3756
H -2.0854 3.1624 6.5932
O 0.2505 -4.8346 -7.9703
C -0.6070 -5.1183 -7.1617
C -0.3538 -5.0097 -5.6960
C 0.8846 -4.5532 -5.2603
C 1.1318 -4.4165 -3.9051
C 0.1460 -4.7314 -2.9764
C -1.0840 -5.1993 -3.4062
C -1.3384 -5.3443 -4.7647
C -2.6673 -5.8651 -5.1999
O -3.5050 -6.2014 -4.3916
C -2.9284 -5.9528 -6.6665
C -4.1693 -6.4018 -7.1019
C -4.4432 -6.4682 -8.4573
C -3.4794 -6.0864 -9.3843
C -2.2381 -5.6478 -8.9564
C -1.9564 -5.5824 -7.5971
H 1.6398 -4.3101 -5.9953
H 2.0981 -4.0652 -3.5654
H 0.3231 -4.6140 -1.9141
H -1.8612 -5.4538 -2.6977
H -4.9081 -6.6917 -6.3674
H -5.4107 -6.8160 -8.7948
H -3.6986 -6.1332 -10.4429
H -1.4760 -5.3509 -9.6638

Cartesian forces (eV/Å) of the 6 atoms listed first:
0.07 -0.21 0.27
0.02 -0.15 0.15
-0.10 0.11 0.04
0.25 0.17 -0.32
-0.36 0.18 0.14
-0.09 -0.17 0.17

Properties
- HOMO-LUMO gap: 8.831 eV
- Highest occupied orbital energy: -9.8 eV
- LUMO energy: -1.0 eV
- SMILES: O=[P@](O)(OCCOCC(F)(F)F)OP(O)I.O=C1c2ccccc2C(=O)c2ccccc21.O=C1c2ccccc2C(=O)c2ccccc21
- Strongest force on any atom: 0.44 eV Å⁻¹

> Which value of strongest force on any atom does entry 3 give?

0.44 eV Å⁻¹

> Look up the LUMO energy of the third one.

-1.0 eV

> Which of these has the lowest LUMO energy?

C32H24F3IO10P2